Molecular formula: C22H32ClGeMoNO4S2SbSe
Method: DFT, ωB97M-V/def2-TZVPD

XYZ file:
```
66
Properties=species:S:1:pos:R:3:mulliken_charge:R:1
Sb 0.03 3.43 0.01 0.78
Mo -0.32 0.84 0.55 -0.64
Se -0.74 -1.64 0.78 0.29
Ge 0.44 -4.42 -0.48 0.70
Cl -0.79 0.26 -2.72 1.60
S 0.52 1.15 2.93 -0.37
S 3.60 1.13 2.80 -0.36
O -1.65 -0.83 -2.35 -0.59
O -1.53 1.49 -2.84 -0.66
O 0.25 0.43 -1.67 -0.41
O -0.08 -0.03 -3.94 -0.73
N 1.97 0.62 0.85 0.61
C -0.54 -2.20 2.63 -1.07
C -4.23 1.92 1.52 -0.42
C 5.89 0.50 -0.50 -0.47
C 3.24 0.56 0.31 -0.93
C 3.54 0.29 -1.02 -0.39
C 0.74 4.14 -1.88 -1.35
C -0.48 -4.27 -2.19 -1.13
C 1.99 0.92 2.14 0.29
C -6.33 1.22 0.58 -0.37
C 4.28 0.81 1.22 0.84
C 0.84 -2.60 0.12 -0.76
C -3.54 1.13 0.59 0.57
C 2.11 -5.42 -0.65 -1.22
C -1.69 4.68 0.14 -1.35
C -0.72 -5.36 0.79 -1.29
C 1.33 4.61 1.24 -1.30
C -5.61 1.96 1.51 -0.54
C -2.09 1.06 0.58 0.38
C -5.66 0.43 -0.34 -0.65
C -4.27 0.39 -0.34 -0.25
C 5.61 0.77 0.83 -0.48
C 4.86 0.26 -1.42 -0.72
H 0.09 3.76 -2.67 0.36
H 1.93 -6.44 -1.00 0.36
H 1.06 4.45 2.28 0.36
H -1.46 5.69 -0.19 0.43
H -1.06 -6.29 0.34 0.40
H -1.00 -5.19 -2.45 0.40
H 1.61 -2.54 0.88 0.52
H -0.20 -5.59 1.72 0.34
H 1.75 3.77 -2.06 0.36
H 2.61 -5.47 0.32 0.35
H -1.21 -3.46 -2.14 0.27
H 2.73 0.11 -1.72 0.44
H 0.42 -1.86 3.02 0.27
H -3.66 2.49 2.24 0.38
H -3.73 -0.21 -1.07 0.40
H -2.03 4.71 1.18 0.35
H -1.59 -4.75 1.02 0.38
H 6.40 0.96 1.54 0.38
H -0.63 -3.28 2.70 0.30
H -7.42 1.26 0.58 0.36
H 0.74 5.23 -1.89 0.39
H 2.78 -4.93 -1.36 0.37
H -6.14 2.58 2.23 0.36
H 1.18 -2.02 -0.74 -0.03
H -1.34 -1.72 3.19 0.31
H 0.22 -4.03 -2.99 0.34
H 1.26 5.67 0.99 0.38
H -2.48 4.26 -0.47 0.36
H 6.92 0.47 -0.83 0.36
H 5.11 0.05 -2.45 0.41
H 2.36 4.27 1.10 0.34
H -6.21 -0.15 -1.07 0.38
```

Computed properties:
- Kohn-Sham gap: 5.760 eV
- E_tot: -7256.39704 Eh
- E_LUMO: 2.411 eV
- Charge: -1
- Relative energy (zero: lowest compared OMol25 entry of this formula, charge and spin): 0.249 eV

---

Molecular formula: C5H6NS
Method: DFT, ωB97M-V/def2-TZVPD

XYZ file:
```
13
Properties=species:S:1:pos:R:3:mulliken_charge:R:1
S -1.27 1.13 0.12 0.16
N 0.12 -1.12 0.19 -0.24
C -1.91 -0.42 -0.53 -0.15
C 0.48 -0.62 1.35 -0.58
C -1.10 -1.48 -0.36 -0.22
C 1.42 1.25 -0.37 -1.04
C 0.38 0.43 0.31 0.85
H 2.46 0.74 -0.45 0.34
H -1.07 -2.48 -0.70 0.45
H -2.93 -0.16 -0.74 0.41
H 1.56 2.22 0.24 0.32
H 1.00 1.43 -1.41 0.33
H 0.85 -0.91 2.34 0.36
```

Computed properties:
- ⟨S²⟩: 2.019
- Kohn-Sham gap (alpha / beta): 8.047 / 7.162 eV
- E_tot: -646.58261 Eh
- E_LUMO (alpha / beta): -4.218 / -8.158 eV
- 2S+1: 3
- Charge: +1
- Relative energy (zero: lowest compared OMol25 entry of this formula, charge and spin): 0.630 eV

---

Molecular formula: C13H29ClN6Pt
Method: DFT, ωB97M-V/def2-TZVPD

XYZ file:
```
50
Properties=species:S:1:pos:R:3:mulliken_charge:R:1
Pt 0.14 0.06 -0.81 2.59
Cl -1.95 1.51 4.54 0.12
N -1.22 1.54 -1.96 -0.69
N 0.17 0.28 1.52 -0.05
N 2.20 0.42 -1.78 -0.68
N 0.99 -2.12 -0.84 -0.74
N -1.89 -0.95 -0.53 -0.67
N 0.86 2.72 -0.70 -0.04
C 1.29 -0.43 3.58 -0.78
C -0.88 -3.80 -0.70 -0.73
C -2.16 -1.94 0.57 -0.37
C -2.13 -3.38 0.08 -1.01
C 2.07 2.83 -1.51 -0.63
C 2.96 1.63 -1.33 -0.80
C 1.18 -0.34 2.19 -0.23
C -0.74 0.79 3.71 0.24
C 0.45 -3.33 -0.12 -0.68
C -0.27 3.60 -1.06 -0.74
C 0.33 0.13 4.37 -0.35
C -0.78 0.84 2.26 -0.33
C -1.55 2.81 -1.26 -0.47
H -0.73 1.75 -2.83 0.29
H 0.00 4.12 -1.98 0.44
H 0.36 0.09 5.46 0.53
H 1.21 -4.11 -0.20 0.49
H 2.60 3.75 -1.23 0.41
H -1.42 -1.78 1.36 0.04
H -2.23 -4.01 0.96 0.39
H -2.57 -0.20 -0.46 0.35
H 3.88 1.75 -1.90 0.52
H -1.61 1.32 1.77 0.45
H 0.96 -2.35 -1.84 0.35
H -3.14 -1.73 0.99 0.48
H 0.36 -3.09 0.94 0.35
H 2.00 0.53 -2.78 0.34
H -2.02 2.56 -0.31 0.14
H -0.94 -3.49 -1.75 0.44
H 2.14 -0.95 4.02 0.51
H 1.07 2.71 0.30 0.33
H 1.77 2.96 -2.56 0.45
H -2.09 1.09 -2.27 0.32
H -2.08 -1.40 -1.43 0.35
H -2.27 3.40 -1.83 0.50
H 1.98 -2.05 -0.63 0.34
H -0.41 4.35 -0.28 0.40
H -3.02 -3.57 -0.52 0.36
H -0.87 -4.88 -0.75 0.37
H 3.23 1.50 -0.28 0.32
H 2.83 -0.38 -1.75 0.31
H 1.95 -0.79 1.57 0.44
```

Computed properties:
- ⟨S²⟩: 6.036
- Kohn-Sham gap (alpha / beta): 7.650 / 5.396 eV
- E_tot: -1419.06198 Eh
- E_LUMO (alpha / beta): -13.641 / -17.275 eV
- 2S+1: 5
- Charge: +4